DFT (ωB97M-V/def2-TZVPD) results for a single C5H8ClN molecule in a non-equilibrium geometry.

Structure (ORCA input):
```
! wB97M-V def2-TZVPD RIJCOSX def2/J DEFGRID3
* xyz 0 1
H -0.23 2.28 0.65
H -2.00 1.99 0.47
H -2.32 0.05 0.61
H -0.92 2.33 -0.99
Cl 2.17 1.35 -0.06
C 2.21 -1.87 -0.01
C 0.83 0.09 0.04
H 3.29 -1.48 0.26
H -1.96 -0.86 -1.05
C -1.68 -0.54 -0.02
H 2.19 -2.88 -0.26
H -1.33 -1.53 0.40
N 1.14 -1.21 -0.01
C -0.49 0.42 -0.10
C -0.88 1.85 0.05
*
```

Summary:
SMILES   C=NC(Cl)=C(C)C
Relative energy (zero: lowest compared OMol25 entry of this formula, charge and spin)   197.4 kJ/mol
Lowest unoccupied orbital energy   0.395 eV
Calculated total energy   -19324.9055 eV

natural (NBO) population analysis, charges in e, atoms 1 to 2:
1. H 0.22
2. H 0.20